[1]
This record from OMol25 describes a cluster of 11 separate species, C4H30N2O11 in total. The level of theory is ωB97M-V/def2-TZVPD.

Calculated values
SMILES: NCCCC(N)=O.O.O.O.O.O.O.O.O.O.O
E (hartree): -1107.54738
Gap between HOMO and LUMO (eV): 9.63
Largest force on an atom (eV Å⁻¹): 3.622

Structure (XYZ):
```
47
Properties=species:S:1:pos:R:3:forces:R:3
N -1.339 1.066 -0.760 -0.290 -0.632 -0.361
C -0.729 1.548 -1.967 -0.803 -0.068 -0.088
C -0.601 0.372 -2.978 1.964 0.295 -0.962
C -0.224 -1.076 -2.541 -1.849 -1.008 0.684
C 1.007 -1.274 -1.683 3.367 -0.018 1.334
N 2.088 -0.437 -1.849 -1.470 0.506 -0.048
O 1.257 -2.160 -0.838 -2.390 -0.095 -0.770
H -1.577 1.745 -0.072 0.137 0.943 0.414
H -0.778 0.365 -0.318 0.224 -0.276 0.370
H 0.230 2.095 -1.810 -1.270 -0.641 0.322
H -1.464 2.272 -2.400 0.900 -0.330 0.036
H 0.214 0.648 -3.706 -1.102 0.078 0.265
H -1.563 0.346 -3.474 0.008 -0.342 -0.379
H -0.236 -1.854 -3.356 0.606 1.239 0.143
H -1.123 -1.491 -2.021 0.770 0.399 0.461
H 2.635 -0.264 -0.993 -0.329 -0.422 -0.811
H 1.874 0.408 -2.339 0.457 0.589 -0.395
O -0.024 -2.206 3.535 -0.313 0.676 0.694
H 0.872 -2.532 3.471 0.016 -0.445 -0.407
H -0.614 -2.654 2.924 0.581 -0.332 -0.085
O -0.147 1.082 3.206 0.099 1.097 -0.715
H -0.223 0.323 2.619 -0.150 -0.870 0.308
H 0.026 0.844 4.107 0.010 -0.655 0.410
O -1.260 -0.876 1.288 -1.263 1.713 0.587
H -2.209 -0.663 1.444 0.919 -0.147 -0.203
H -1.233 -1.824 1.298 0.249 -1.225 -0.401
O 1.583 0.828 0.883 0.145 -0.373 -1.301
H 1.566 -0.097 1.152 -0.046 0.184 0.339
H 1.554 1.391 1.645 -0.025 0.038 0.885
O 0.432 4.525 0.639 2.114 -0.342 -0.915
H 0.355 3.702 1.142 -1.238 1.015 -0.004
H -0.251 5.184 0.631 -0.849 -0.584 0.765
O -0.711 -3.369 0.475 -0.432 -0.095 -0.147
H -0.355 -2.869 -0.287 0.836 -0.036 0.364
H -1.476 -3.796 0.089 -0.359 -0.381 0.165
O 2.237 2.345 -2.702 -1.357 -0.196 1.471
H 1.378 2.508 -2.185 2.370 0.090 -1.215
H 2.215 2.959 -3.421 -0.003 0.603 -0.638
O -1.685 2.843 1.820 -0.472 -0.003 0.073
H -2.406 3.082 2.425 0.384 -0.144 -0.289
H -1.172 2.157 2.289 -0.128 0.211 0.312
O 2.957 -3.675 1.156 1.021 0.143 0.361
H 2.228 -3.362 0.629 -0.674 -0.008 -0.258
H 2.667 -4.297 1.822 -0.413 -0.063 -0.167
O -4.083 -0.216 -0.363 1.033 0.484 0.923
H -3.267 0.325 -0.180 -0.807 -0.703 -0.675
H -4.353 0.103 -1.218 -0.179 0.132 -0.456
```
Positions in Å, forces in eV/Å.



[2]
This record from OMol25 describes a structure of composition C31H26N10O2S2Sc. The level of theory is ωB97M-V/def2-TZVPD.

Calculated values
E (hartree): -3452.40629
Gap between HOMO and LUMO (eV): 6.90
Largest force on an atom (eV Å⁻¹): 0.745
Total charge: -1

Structure (XYZ):
```
72
Properties=species:S:1:pos:R:3:forces:R:3
Sc -0.198 0.206 0.034 -0.478 -0.214 -0.123
O 1.245 -1.439 3.706 -0.013 -0.029 0.001
C 0.657 -1.242 2.642 0.037 -0.105 -0.141
N 1.104 -0.717 1.500 0.034 0.271 -0.033
C 2.429 -0.336 1.267 0.344 -0.074 -0.051
C 3.416 -0.097 2.219 -0.117 -0.094 0.052
C 4.684 0.313 1.825 0.081 0.070 -0.019
C 4.985 0.485 0.484 0.037 -0.009 0.048
C 4.018 0.244 -0.486 -0.092 0.042 -0.077
C 2.738 -0.156 -0.109 0.349 -0.139 0.220
N 1.668 -0.430 -0.960 -0.094 0.265 0.212
C 1.797 -0.688 -2.257 -0.004 -0.007 0.178
O 2.780 -0.616 -2.998 0.010 -0.026 -0.041
C 0.501 -1.241 -2.809 -0.055 -0.239 -0.185
C 0.477 -1.737 -4.105 0.053 0.087 -0.058
C -0.669 -2.355 -4.573 -0.050 0.078 0.135
C -1.745 -2.481 -3.707 0.049 -0.105 -0.042
C -1.630 -1.966 -2.426 -0.185 0.056 0.065
N -0.550 -1.329 -1.983 0.249 0.233 0.004
C -0.791 -1.675 2.502 0.002 -0.236 0.014
C -1.448 -2.217 3.596 0.036 -0.021 -0.006
C -2.778 -2.567 3.472 0.069 0.011 -0.109
C -3.398 -2.385 2.244 -0.033 -0.024 0.101
C -2.659 -1.865 1.195 -0.076 -0.045 -0.173
N -1.378 -1.521 1.307 0.051 0.125 0.166
H 3.183 -0.242 3.262 -0.039 0.001 0.006
H 5.439 0.513 2.577 -0.012 -0.037 0.012
H 5.976 0.804 0.184 -0.005 -0.001 0.000
H 4.240 0.364 -1.535 -0.011 -0.014 -0.010
H 1.371 -1.626 -4.701 0.001 0.014 0.011
H -0.721 -2.738 -5.584 0.004 -0.013 -0.001
H -2.658 -2.976 -4.010 -0.011 0.014 0.030
H -2.451 -2.054 -1.732 -0.046 0.033 0.032
H -0.900 -2.316 4.522 0.030 0.015 -0.014
H -3.325 -2.967 4.317 -0.018 0.006 -0.002
H -4.445 -2.617 2.104 0.016 -0.023 -0.059
H -3.127 -1.697 0.233 -0.026 0.133 0.041
C 2.709 3.697 0.720 -0.115 0.012 -0.056
C 1.628 2.820 0.168 -0.056 -0.075 0.591
N 0.833 2.132 0.926 0.000 0.082 -0.348
N 1.043 2.247 2.245 0.506 -0.028 0.546
C 0.107 1.763 3.037 -0.156 0.314 -0.247
N 0.458 1.725 4.357 0.051 0.065 0.159
S -1.470 1.313 2.590 -0.057 -0.052 -0.441
C 1.443 2.680 -1.269 -0.053 -0.064 -0.479
C 2.312 3.268 -2.191 -0.005 0.010 0.156
C 2.063 3.127 -3.542 -0.128 -0.057 -0.037
C 0.938 2.426 -3.946 0.136 0.143 -0.010
C 0.134 1.861 -2.970 -0.325 -0.039 -0.032
N 0.384 1.956 -1.670 0.221 -0.128 0.044
H 2.507 3.881 1.770 0.050 0.010 -0.003
H 2.769 4.646 0.186 0.023 -0.027 -0.047
H 3.669 3.178 0.640 0.022 0.019 -0.009
H 1.451 1.668 4.526 0.021 0.007 -0.023
H -0.116 1.130 4.927 -0.018 -0.046 0.001
H 3.179 3.809 -1.842 -0.011 0.002 0.003
H 2.734 3.564 -4.271 0.015 -0.009 0.001
H 0.693 2.308 -4.992 -0.035 -0.029 0.012
H -0.772 1.327 -3.237 0.013 -0.017 0.031
C -6.043 -1.989 -2.621 0.020 0.065 -0.001
C -5.091 -0.845 -2.835 0.028 0.061 -0.048
C -5.003 -0.190 -4.059 0.036 0.039 0.039
C -3.983 0.742 -4.171 -0.021 -0.065 0.012
N -3.178 1.065 -3.171 -0.043 0.050 0.025
C -3.415 0.485 -1.974 -0.150 -0.054 -0.331
S -2.620 1.094 -0.572 -0.021 -0.024 0.322
N -4.317 -0.511 -1.811 -0.039 -0.019 0.031
H -6.892 -1.924 -3.301 -0.007 -0.045 0.001
H -6.392 -1.995 -1.591 -0.003 0.002 0.000
H -5.525 -2.934 -2.806 -0.026 -0.009 0.002
H -5.679 -0.403 -4.875 0.046 -0.041 -0.029
H -3.801 1.261 -5.109 -0.008 -0.052 -0.020
```
Positions in Å, forces in eV/Å.



[3]
This record from OMol25 describes a cluster of 2 separate species, C11H16O2P in total. The level of theory is ωB97M-V/def2-TZVPD.

Calculated values
E (hartree): -920.11712
Gap between HOMO and LUMO (alpha / beta) (eV): 6.19 / 6.18
Largest force on an atom (eV Å⁻¹): 4.767
Total charge: +1

Structure (XYZ):
```
30
Properties=species:S:1:pos:R:3:forces:R:3
C -3.687 -0.585 2.678 -1.089 0.740 2.363
C -2.486 0.022 2.983 1.846 -2.878 -2.563
C -3.741 -1.433 1.589 -1.193 0.699 -0.785
C -1.311 -0.359 2.267 -0.069 2.262 -0.374
C -2.659 -1.623 0.744 0.255 0.712 2.028
C -1.407 -1.108 1.097 -0.301 -0.050 0.654
C -1.571 1.049 -1.588 -1.233 -0.051 -0.278
C -0.254 0.848 -1.714 -0.610 -0.811 1.287
C 2.786 2.109 0.879 -2.746 -1.461 -0.691
C 2.958 -1.112 -2.356 -1.663 3.869 2.233
C -0.243 -1.559 0.287 0.898 -1.329 -1.330
O 2.606 0.681 0.911 -1.263 -0.702 -2.188
O 1.592 -1.243 -1.711 0.930 -0.232 0.757
P 0.782 -0.326 -0.723 0.237 0.339 0.326
H -4.566 -0.404 3.434 1.546 -0.472 -1.983
H -2.238 0.548 3.811 -0.209 1.944 2.539
H -4.734 -1.762 1.303 0.231 -0.533 -0.023
H -0.372 0.232 2.501 -0.948 -1.234 -0.102
H -2.749 -2.251 -0.078 -0.246 -0.967 -1.482
H -2.159 1.811 -2.208 1.278 -1.210 0.684
H -2.210 0.405 -0.995 0.080 0.345 0.557
H 0.093 1.369 -2.545 1.868 0.906 -0.937
H 1.708 2.442 1.181 2.549 0.718 -0.221
H 3.149 2.491 -0.097 -0.544 -0.153 0.303
H 3.647 2.237 1.530 -0.270 0.344 0.809
H 3.353 -1.986 -2.669 0.431 -3.128 -0.866
H 3.677 -0.612 -1.688 -0.586 -0.274 0.161
H 2.693 -0.432 -3.115 0.419 0.504 -1.413
H 0.562 -2.098 0.878 -0.941 0.586 -0.602
H -0.681 -2.321 -0.501 1.345 1.514 1.136
```
Positions in Å, forces in eV/Å.



[4]
This record from OMol25 describes a structure of composition C22H16ClMnN5O5. The level of theory is ωB97M-V/def2-TZVPD.

Calculated values
E (hartree): -3109.08502
Spin multiplicity: 4
Gap between HOMO and LUMO (alpha / beta) (eV): 6.88 / 6.96
Largest force on an atom (eV Å⁻¹): 0.311

Structure (XYZ):
```
50
Properties=species:S:1:pos:R:3:forces:R:3
Mn -0.353 -0.393 0.526 -0.032 -0.169 -0.131
C -0.190 2.079 3.874 0.053 0.041 0.009
C 0.360 1.301 2.718 -0.171 -0.065 -0.058
O -0.545 0.628 2.069 0.109 0.058 0.145
C 1.694 1.290 2.425 0.041 -0.025 -0.070
C 2.279 0.538 1.369 0.094 0.095 0.098
C 3.761 0.616 1.161 -0.022 -0.005 -0.012
N 1.570 -0.206 0.569 0.002 -0.104 -0.139
N 2.230 -0.863 -0.474 -0.098 0.093 0.114
C 1.358 -1.471 -1.200 -0.026 -0.151 -0.153
O 0.070 -1.465 -0.915 0.025 0.017 0.090
C 1.763 -2.202 -2.419 0.005 0.068 0.041
C 3.100 -2.517 -2.645 0.009 0.006 -0.006
C 3.466 -3.173 -3.807 0.006 0.001 0.003
C 2.502 -3.510 -4.750 -0.003 -0.016 0.003
C 1.171 -3.191 -4.528 0.004 0.006 0.018
C 0.798 -2.542 -3.361 0.001 -0.024 -0.012
H -1.155 2.503 3.602 0.008 0.017 -0.015
H 0.491 2.869 4.183 0.002 -0.015 0.017
H -0.347 1.403 4.717 -0.022 -0.006 -0.009
H 2.356 1.890 3.030 -0.002 -0.003 0.006
H 4.224 1.203 1.949 0.008 0.004 -0.006
H 3.967 1.070 0.191 -0.002 0.000 0.000
H 4.192 -0.383 1.132 -0.009 -0.005 0.013
H 3.840 -2.241 -1.906 -0.003 0.001 -0.001
H 4.505 -3.419 -3.982 -0.002 -0.007 0.003
H 2.792 -4.023 -5.658 0.002 0.014 -0.007
H 0.421 -3.444 -5.266 -0.001 -0.009 0.003
H -0.236 -2.285 -3.176 -0.004 0.003 0.000
Cl -5.757 -2.711 4.617 0.013 0.003 -0.009
C -4.669 -2.128 3.395 -0.035 0.000 -0.009
C -5.158 -1.263 2.397 -0.023 -0.013 0.002
C -4.339 -0.786 1.412 0.025 -0.043 0.026
C -2.967 -1.129 1.388 0.008 0.050 -0.090
O -2.221 -0.665 0.434 0.060 -0.018 0.006
C -2.489 -2.000 2.397 -0.001 -0.008 0.097
C -1.137 -2.429 2.402 0.016 -0.024 -0.074
O -0.219 -1.988 1.689 0.065 -0.074 0.115
C -3.361 -2.506 3.389 0.008 0.011 -0.040
H -6.203 -0.981 2.418 0.000 -0.004 0.000
H -4.708 -0.126 0.639 -0.004 0.011 0.007
H -0.866 -3.244 3.083 -0.016 0.020 0.034
H -2.980 -3.183 4.143 0.003 0.004 0.004
O -0.554 1.112 -0.516 -0.086 0.238 -0.181
N -0.310 1.042 -1.818 -0.090 -0.051 0.219
C -1.056 1.836 -2.501 0.028 0.075 -0.083
C -0.851 1.885 -3.924 0.018 0.023 0.060
N -0.702 1.945 -5.060 -0.016 -0.012 -0.009
C -2.080 2.661 -1.909 0.072 -0.015 0.006
N -2.896 3.314 -1.437 -0.017 0.003 -0.023
```
Positions in Å, forces in eV/Å.